#P
Entry from the Open Molecules 2025 dataset: a 2-piece molecular cluster, C6H8N2O2 overall (ωB97M-V with the def2-TZVPD basis set).

Summary:
Charge: 0
LUMO level (Ha): 0.011
SMILES: CN(C)C=O.N#CC=C=O
Kohn-Sham gap (eV): 9.72
Highest occupied orbital energy (Eh): -0.3463

Geometry (Å):
1 C 0.1935 -2.1561 -1.7183
2 C -0.8519 -1.0813 -3.5077
3 C 0.1672 -1.2230 -2.7238
4 C -0.6927 0.5070 -0.8443
5 C -0.1517 -0.6415 1.2475
6 C 1.1694 1.3253 0.3137
7 N 0.0968 -2.8685 -0.8237
8 N 0.1961 0.2882 0.1506
9 O -1.7097 -1.0495 -4.2615
10 O -0.6101 1.2892 -1.7585
11 H 1.1600 -0.8423 -2.8737
12 H -1.5003 -0.1680 -0.6131
13 H 0.7872 -0.9924 1.6851
14 H -0.7467 -0.2881 2.0226
15 H -0.6536 -1.5504 0.8300
16 H 0.8456 1.8105 1.1894
17 H 2.1703 1.0917 0.6236
18 H 1.1240 1.9937 -0.5703

Charges computed using Löwdin, reported in e:
1 C -0.267
2 C -0.144
3 C -0.114
4 C -0.407
5 C -0.046
6 C -0.048
7 N 0.167
8 N -0.173
9 O 0.261
10 O 0.017
11 H 0.144
12 H 0.133
13 H 0.096
14 H 0.058
15 H 0.066
16 H 0.072
17 H 0.081
18 H 0.104

#Q
Entry from the Open Molecules 2025 dataset: a 2-piece molecular cluster, C6H8N2O2 overall (ωB97M-V with the def2-TZVPD basis set).

Summary:
Charge: 0
LUMO level (Ha): 0.015
SMILES: O=c1cc[nH]c(=O)[nH]1.C=C
Kohn-Sham gap (eV): 10.06
Highest occupied orbital energy (Eh): -0.3545

Geometry (Å):
1 C 0.8938 1.3920 -0.6133
2 C 1.0288 1.3374 0.8726
3 C 1.2102 0.1310 1.4925
4 C 1.2470 -1.1289 -0.6237
5 C -2.3726 -0.9346 -0.3293
6 C -2.4324 0.4110 -0.0646
7 H 1.1342 0.1737 -2.2263
8 H 0.8991 2.0497 1.6015
9 H 1.4726 0.2347 2.5585
10 H 1.7537 -1.9443 1.2944
11 H -1.6844 -1.2572 -1.1732
12 H -2.8121 -1.7129 0.3208
13 H -1.8776 0.9885 -0.7501
14 H -3.1473 0.7992 0.7243
15 N 0.9832 0.1567 -1.1854
16 N 1.3635 -1.0858 0.7401
17 O 0.8874 2.4508 -1.3310
18 O 1.4531 -2.0611 -1.3077

Charges computed using Löwdin, reported in e:
1 C -0.437
2 C 0.010
3 C -0.051
4 C -0.564
5 C -0.079
6 C -0.072
7 H 0.192
8 H 0.076
9 H 0.126
10 H 0.207
11 H 0.057
12 H 0.045
13 H 0.012
14 H 0.071
15 N 0.179
16 N 0.110
17 O 0.001
18 O 0.117

Most stable structure, least stable structure: #Q, #P.

#P
Entry from the Open Molecules 2025 dataset: an isolated ion of composition C10H12N and charge +1 (ωB97M-V with the def2-TZVPD basis set).

Summary:
Charge: +1
LUMO level (Ha): -0.146
Kohn-Sham gap (eV): 8.47
Highest occupied orbital energy (Eh): -0.4574

Geometry (Å):
1 C 0.9500 -0.1511 -0.9473
2 C 1.8030 -0.8145 -0.1127
3 C 1.6764 1.2013 1.3174
4 C -0.3411 -2.7535 -1.1674
5 C 1.6266 -0.3877 1.2791
6 C -1.1202 -1.4695 -1.2225
7 C 0.3780 0.5003 1.3439
8 C -0.9116 -0.8882 0.0809
9 C 0.3646 -1.5488 -0.5898
10 C -1.0844 1.7602 -0.3461
11 N -0.2962 0.5287 0.0624
12 H 1.0372 0.3430 -1.9305
13 H 2.1733 1.6018 2.2234
14 H 2.1781 1.6077 0.4232
15 H -0.5937 -3.5039 -0.4238
16 H 0.0644 -3.1106 -2.0191
17 H 1.8479 -0.9672 2.1815
18 H -1.3058 -0.9831 -2.1848
19 H -0.1632 0.3582 2.3367
20 H -1.4252 -1.1873 1.0693
21 H -1.2749 2.1913 0.5804
22 H -0.4197 2.4840 -0.8979
23 H -2.0374 1.5342 -0.9312

Charges computed using Löwdin, reported in e:
1 C -0.041
2 C 0.017
3 C 0.006
4 C 0.054
5 C -0.147
6 C 0.009
7 C -0.261
8 C -0.085
9 C -0.186
10 C 0.056
11 N -0.107
12 H 0.173
13 H 0.128
14 H 0.130
15 H 0.138
16 H 0.093
17 H 0.152
18 H 0.160
19 H 0.195
20 H 0.199
21 H 0.068
22 H 0.121
23 H 0.132

#Q
Entry from the Open Molecules 2025 dataset: C10H12N as an isolated structure (ωB97M-V with the def2-TZVPD basis set).

Summary:
Charge: +1
LUMO level (Ha): -0.152
Kohn-Sham gap (eV): 9.08
Highest occupied orbital energy (Eh): -0.4852

Geometry (Å):
1 C 1.8448 0.5315 2.6567
2 C 0.5965 -0.1341 2.8976
3 C 2.2844 0.7909 1.3547
4 C -0.0395 -0.6528 1.8172
5 C 1.3665 0.4342 0.3335
6 C -2.8651 -1.3062 -1.0087
7 C -2.0547 -0.4764 -0.4296
8 C 1.6029 0.6582 -1.1864
9 C 0.1920 0.7795 -1.7355
10 C -0.6420 -0.5738 -0.5902
11 N 0.2326 -0.1904 0.5582
12 H 2.5070 0.8404 3.4537
13 H 0.3535 -0.4150 3.8928
14 H 3.3587 1.0067 1.1035
15 H -0.8921 -1.3114 1.7281
16 H -3.9765 -1.0366 -0.9471
17 H -2.6732 -2.1013 -1.5260
18 H -2.5743 0.3131 0.0936
19 H 2.2576 1.5592 -1.2771
20 H 2.1490 -0.3521 -1.5497
21 H -0.1967 1.7431 -1.5984
22 H 0.0175 0.3910 -2.7978
23 H -0.1809 -1.4453 -1.1813

Charges computed using Löwdin, reported in e:
1 C 0.012
2 C 0.013
3 C 0.035
4 C 0.011
5 C -0.186
6 C 0.069
7 C -0.189
8 C -0.124
9 C -0.009
10 C -0.114
11 N -0.007
12 H 0.123
13 H 0.116
14 H 0.153
15 H 0.145
16 H 0.119
17 H 0.014
18 H 0.125
19 H 0.131
20 H 0.179
21 H 0.077
22 H 0.128
23 H 0.180

#R
Entry from the Open Molecules 2025 dataset: an isolated ion of composition C10H12N and charge +1 (ωB97M-V with the def2-TZVPD basis set).

Summary:
Charge: +1
LUMO level (alpha / beta) (Ha): -0.227 / -0.227
Kohn-Sham gap (alpha / beta) (eV): 6.79 / 6.80
Highest occupied orbital energy (alpha / beta) (Eh): -0.4762 / -0.4762

Geometry (Å):
1 C -1.1409 2.0482 1.7774
2 C -0.9986 1.2039 2.9586
3 C -0.8021 1.6798 0.4925
4 C -0.5650 -0.0216 2.6824
5 C -0.2982 0.4175 0.2709
6 C -0.2414 -0.5136 1.3820
7 C 0.2190 -0.0329 -1.0534
8 C 0.1186 -1.7929 1.0923
9 C -0.4343 0.5188 -2.2657
10 C 1.9506 -1.4148 -2.0967
11 N 1.1534 -0.8420 -1.1074
12 H -1.3370 3.0221 1.9897
13 H -1.4188 1.3600 3.9922
14 H -0.7819 2.3653 -0.3398
15 H -0.5550 -0.8425 3.5019
16 H 0.5339 -2.4465 1.6988
17 H 0.1149 -2.1047 0.0641
18 H -1.5144 0.3048 -2.4832
19 H 0.1367 0.2483 -3.2644
20 H -0.4358 1.6464 -2.0754
21 H 2.8758 -1.7896 -1.7400
22 H 2.0840 -0.7339 -2.9359
23 H 1.3365 -2.2801 -2.5409

Charges computed using Löwdin, reported in e:
1 C 0.054
2 C -0.012
3 C 0.014
4 C -0.026
5 C -0.045
6 C -0.179
7 C -0.331
8 C 0.293
9 C -0.007
10 C -0.077
11 N 0.008
12 H 0.091
13 H 0.151
14 H 0.118
15 H 0.167
16 H 0.065
17 H 0.088
18 H 0.111
19 H 0.125
20 H 0.094
21 H 0.075
22 H 0.087
23 H 0.137

Most stable structure, least stable structure: #Q, #P.

#P
Entry from the Open Molecules 2025 dataset: one molecule with the formula C6H5N (ωB97M-V with the def2-TZVPD basis set).

Summary:
Charge: 0
LUMO level (alpha / beta) (Ha): -0.046 / -0.046
Kohn-Sham gap (alpha / beta) (eV): 6.43 / 6.43
Highest occupied orbital energy (alpha / beta) (Eh): -0.2826 / -0.2827

Geometry (Å):
1 C -1.4273 -1.3369 -0.0481
2 C -1.8461 0.0036 0.0604
3 C -0.0359 -1.2390 -0.0658
4 C 0.3629 0.0786 -0.0290
5 C 2.5358 -0.7356 0.1201
6 C 1.7884 0.3156 -0.0792
7 N -0.7649 0.8177 0.0579
8 H -1.8869 -2.3102 -0.0785
9 H -2.7537 0.5052 0.2587
10 H 3.5279 -0.9967 0.3067
11 H 2.3735 1.1927 -0.2854
12 H -1.0074 1.7863 -0.1403

Charges computed using Löwdin, reported in e:
1 C -0.092
2 C -0.134
3 C 0.050
4 C -0.357
5 C 0.198
6 C -0.166
7 N 0.037
8 H 0.083
9 H 0.095
10 H 0.024
11 H 0.101
12 H 0.162

#Q
Entry from the Open Molecules 2025 dataset: one molecule with the formula C6H5N (ωB97M-V with the def2-TZVPD basis set).

Summary:
Charge: 0
LUMO level (Ha): 0.023
SMILES: N#CC1C=CC=C1
Kohn-Sham gap (eV): 9.99
Highest occupied orbital energy (Eh): -0.3436

Geometry (Å):
1 C 1.1231 1.5803 0.3556
2 C -0.0400 0.7613 0.2566
3 C -0.5914 0.4263 -0.9693
4 C -0.7931 -0.9163 -1.0069
5 C -0.1500 -1.4596 0.2093
6 C 0.0812 -0.4823 1.0967
7 H -0.8388 1.3199 0.7088
8 H -0.7298 1.0895 -1.8140
9 H -0.8170 -1.6338 -1.9165
10 H 0.2152 -2.3989 0.3855
11 H 0.4919 -0.5983 2.0325
12 N 2.0487 2.3118 0.6617

Charges computed using Löwdin, reported in e:
1 C -0.135
2 C -0.405
3 C -0.088
4 C -0.037
5 C -0.071
6 C -0.010
7 H 0.170
8 H 0.127
9 H 0.138
10 H 0.076
11 H 0.092
12 N 0.144

Most stable structure, least stable structure: #Q, #P.

#P
Entry from the Open Molecules 2025 dataset: a 2-piece molecular cluster, C4H10N overall (ωB97M-V with the def2-TZVPD basis set).

Summary:
Charge: 0
LUMO level (alpha / beta) (Ha): 0.038 / 0.036
Spin multiplicity: 2
Kohn-Sham gap (alpha / beta) (eV): 6.91 / 11.13
Highest occupied orbital energy (alpha / beta) (Eh): -0.2162 / -0.3732

Geometry (Å):
1 C -0.5123 2.7407 -2.6573
2 C 0.6356 3.4047 -2.6813
3 H -1.1666 2.8967 -1.8084
4 H -0.8336 2.1100 -3.4728
5 H 1.0902 3.8774 -1.8262
6 H 1.3414 3.2572 -3.4907
7 C -0.3730 -2.5705 0.8194
8 C 0.0434 -1.2257 2.8902
9 N 0.1500 -2.3431 2.1362
10 H -1.3877 -2.9768 0.7980
11 H 0.2731 -3.2483 0.2708
12 H -0.4087 -1.6064 0.3021
13 H -0.3810 -0.3005 2.5092
14 H 0.6361 -1.0690 3.7755
15 H 0.8932 -2.9463 2.4353

Charges computed using Löwdin, reported in e:
1 C -0.080
2 C -0.087
3 H 0.043
4 H 0.043
5 H 0.041
6 H 0.040
7 C -0.118
8 C -0.094
9 N -0.185
10 H 0.074
11 H 0.078
12 H 0.078
13 H 0.032
14 H 0.027
15 H 0.109

#Q
Entry from the Open Molecules 2025 dataset: a 2-piece molecular cluster, C4H10N overall (ωB97M-V with the def2-TZVPD basis set).

Summary:
Charge: 0
LUMO level (alpha / beta) (Ha): 0.042 / 0.041
Spin multiplicity: 2
Kohn-Sham gap (alpha / beta) (eV): 7.01 / 11.09
Highest occupied orbital energy (alpha / beta) (Eh): -0.2152 / -0.3663

Geometry (Å):
1 C -2.2396 0.9105 1.3344
2 C -3.1523 0.0440 0.9258
3 H -2.2757 1.9486 1.0334
4 H -1.4102 0.5948 1.9549
5 H -3.9799 0.3736 0.3089
6 H -3.1698 -0.9957 1.2269
7 C 2.2624 -1.0311 -0.0427
8 C 1.0252 0.6135 -1.4278
9 N 2.0996 -0.2109 -1.2126
10 H 2.2056 -2.0991 -0.2717
11 H 3.2194 -0.8464 0.4517
12 H 1.4718 -0.7820 0.6652
13 H 0.2572 0.6431 -0.6716
14 H 0.8178 0.9731 -2.4215
15 H 2.8683 -0.1358 -1.8534

Charges computed using Löwdin, reported in e:
1 C -0.091
2 C -0.082
3 H 0.046
4 H 0.042
5 H 0.043
6 H 0.044
7 C -0.119
8 C -0.075
9 N -0.181
10 H 0.074
11 H 0.076
12 H 0.072
13 H 0.015
14 H 0.027
15 H 0.110

Most stable structure, least stable structure: #Q, #P.

#P
Entry from the Open Molecules 2025 dataset: one molecule with the formula C3H4FN3S (ωB97M-V with the def2-TZVPD basis set).

Summary:
Charge: 0
LUMO level (Ha): 0.019
SMILES: Nc1n[nH]c(F)c1S
Kohn-Sham gap (eV): 9.11
Highest occupied orbital energy (Eh): -0.3154

Geometry (Å):
1 C 0.1726 0.8155 -0.0482
2 C -1.1187 -1.0425 -0.1331
3 C 0.2717 -0.6593 -0.1829
4 H 1.4181 2.5197 -0.4231
5 H 2.1465 1.0163 -0.6090
6 H -2.8158 0.2155 0.3503
7 H 1.3988 -1.6863 1.4663
8 N 1.3644 1.5592 -0.2056
9 N -1.0614 1.2069 0.0933
10 N -1.8415 0.0419 0.0083
11 F -1.6431 -2.2338 -0.2782
12 S 1.7084 -1.7531 -0.0382

Charges computed using Löwdin, reported in e:
1 C -0.417
2 C -0.381
3 C -0.527
4 H 0.067
5 H 0.076
6 H 0.186
7 H -0.010
8 N 0.101
9 N 0.064
10 N 0.036
11 F 0.127
12 S 0.677

#Q
Entry from the Open Molecules 2025 dataset: one molecule with the formula C3H4FN3S (ωB97M-V with the def2-TZVPD basis set).

Summary:
Charge: 0
LUMO level (Ha): -0.038
Kohn-Sham gap (eV): 7.13
Highest occupied orbital energy (Eh): -0.2998

Geometry (Å):
1 C -1.9207 -0.4160 -0.5870
2 C -1.5480 0.3639 0.6347
3 C 1.2453 0.1939 -1.3768
4 N -0.3463 0.7705 0.8324
5 N -2.4351 0.7424 1.6755
6 N 2.3196 0.5204 -2.0705
7 F -3.0682 -1.1234 -0.3815
8 S 1.1261 0.9166 0.2738
9 H -3.4963 0.7504 1.6172
10 H -2.0980 1.5371 2.2062
11 H 2.5465 0.0127 -2.8910
12 H 3.1980 1.0149 -1.8254

Charges computed using Löwdin, reported in e:
1 C 0.088
2 C -0.484
3 C -0.403
4 N -0.378
5 N 0.072
6 N -0.066
7 F -0.034
8 S 0.835
9 H 0.117
10 H 0.078
11 H 0.068
12 H 0.106

Most stable structure, least stable structure: #P, #Q.

#P
Entry from the Open Molecules 2025 dataset: one molecule with the formula C2H5NS3 (ωB97M-V with the def2-TZVPD basis set).

Summary:
Charge: 0
LUMO level (Ha): 0.016
SMILES: CSC(=S)NS
Kohn-Sham gap (eV): 9.09
Highest occupied orbital energy (Eh): -0.3177

Geometry (Å):
1 C 0.5444 -1.1542 2.5630
2 C -0.0152 0.0464 0.0228
3 H 1.3311 -1.5989 3.1635
4 H 0.1466 -0.3261 3.1458
5 H -0.1620 -1.9473 2.2872
6 H 1.4793 0.6097 -1.1504
7 H -0.5638 2.1279 -2.2398
8 N 0.4790 0.3745 -1.2080
9 S 1.3977 -0.5763 1.0762
10 S -1.5287 0.0825 0.6610
11 S -0.4164 0.8162 -2.5038

Charges computed using Löwdin, reported in e:
1 C -0.463
2 C -1.163
3 H 0.024
4 H 0.030
5 H 0.033
6 H 0.079
7 H -0.126
8 N -0.583
9 S 0.777
10 S 0.625
11 S 0.767

#Q
Entry from the Open Molecules 2025 dataset: a 2-piece molecular cluster, C2H5NS3 overall (ωB97M-V with the def2-TZVPD basis set).

Summary:
Charge: 0
LUMO level (Ha): -0.054
Kohn-Sham gap (eV): 7.26
Highest occupied orbital energy (Eh): -0.3212

Geometry (Å):
1 C -1.1332 -0.9165 0.0568
2 C 0.3008 -0.6140 -0.5624
3 H -1.6242 1.3195 -0.4280
4 H -1.1228 -1.8551 0.7481
5 H -1.8352 -1.1651 -0.7594
6 H 0.2006 0.9576 0.8171
7 H 3.2468 1.1813 1.3288
8 N 0.8721 0.3638 0.2098
9 S -1.9886 0.4665 0.7247
10 S 1.0161 -1.2666 -1.7854
11 S 2.0676 1.5286 -0.3501

Charges computed using Löwdin, reported in e:
1 C -0.611
2 C -1.064
3 H -0.012
4 H 0.121
5 H 0.048
6 H 0.010
7 H 0.096
8 N -0.546
9 S 0.695
10 S 0.715
11 S 0.550

Most stable structure, least stable structure: #P, #Q.